Computed, not measured: a structure of composition C17H13F6N7O10RuS3 at a distorted geometry, with the ωB97M-V functional and the def2-TZVPD basis.

Its spin multiplicity is 6. The electronic energy is -3679.533526 hartree. For the molecular weight, the calculation gives 786.59 g mol⁻¹. The HOMO-LUMO gap (alpha / beta) comes out at 8.22 / 7.79 eV. The expectation value of S² is 8.757. The charge is +1. The LUMO energy (alpha / beta) is -4.20 / -5.31 eV.

```
57
Properties=species:S:1:pos:R:3:forces:R:3
Ru -0.08862 -0.27498 0.86773 -0.23 -0.24 -0.40
C -3.16037 2.65808 2.78445 0.02 0.00 0.04
C -2.25990 1.82976 1.92909 -0.07 -0.03 -0.20
N -1.18755 1.24173 2.29530 0.12 0.11 0.10
N -0.77725 1.26982 3.59456 0.02 0.01 -0.10
C 0.38192 0.67431 3.94999 -0.10 0.10 0.26
N 0.66750 0.68673 5.24908 0.01 -0.06 -0.05
S 1.46512 -0.01904 2.85549 0.05 0.00 -0.13
C -2.61726 1.63233 0.49416 0.09 0.04 0.26
C -3.66761 2.30476 -0.09585 -0.03 -0.03 -0.19
C -3.92972 2.07698 -1.44518 -0.02 0.05 0.10
C -3.13605 1.19472 -2.14578 0.03 -0.04 -0.05
C -2.10617 0.55066 -1.47532 0.05 -0.04 0.03
N -1.85886 0.76121 -0.18904 -0.08 0.00 0.12
H -2.81990 2.77492 3.80917 0.00 0.01 0.00
H -4.15991 2.22243 2.80371 0.00 -0.01 0.00
H -3.23870 3.65925 2.35879 -0.01 0.00 0.01
H -1.41892 1.59389 4.30299 -0.01 -0.02 0.02
H 0.04916 1.06986 5.94594 0.00 0.03 -0.01
H 1.50421 0.22520 5.56666 0.01 0.00 -0.01
H -4.27828 2.99778 0.46258 0.02 -0.01 0.03
H -4.74794 2.59121 -1.93032 0.00 0.00 -0.01
H -3.30355 0.98560 -3.19219 -0.01 0.01 0.00
H -1.46871 -0.16605 -1.97662 -0.02 0.00 -0.02
F -0.25684 -4.96630 2.80445 0.01 0.00 0.03
C -0.13385 -3.65468 2.85926 -0.06 -0.01 -0.10
F 0.75175 -3.25426 1.94189 -0.03 0.01 -0.02
F 0.29844 -3.28741 4.05901 0.02 0.03 0.05
S -1.77708 -2.85832 2.54760 -0.09 -0.15 -0.11
O -1.44730 -1.43512 2.35365 0.09 0.09 0.17
O -2.57054 -3.18337 3.67605 -0.04 0.05 0.02
N -2.31475 -3.49816 1.22531 0.19 0.07 0.05
S -2.05484 -2.83832 -0.17450 -0.02 -0.11 -0.04
O -3.18281 -2.15940 -0.72502 0.05 0.04 0.00
O -0.76234 -2.12125 -0.25221 -0.12 0.18 0.00
C -1.74367 -4.32223 -1.22156 -0.01 -0.03 -0.01
F -1.50685 -3.89624 -2.45712 0.00 -0.01 0.02
F -0.69244 -4.98437 -0.76803 0.00 0.01 0.02
F -2.81156 -5.09765 -1.20863 0.02 0.00 -0.01
O 0.93203 1.34134 -0.47806 -0.09 -0.03 0.10
C 1.72753 0.44388 -0.85209 0.05 -0.10 0.07
O 1.62865 -0.72391 -0.33697 0.22 0.06 -0.01
C 2.75380 0.69999 -1.88777 -0.03 0.07 0.02
C 3.66447 -0.29290 -2.22794 0.00 0.02 -0.01
C 4.59734 -0.01449 -3.20587 0.12 0.01 0.05
C 4.65895 1.19973 -3.86240 -0.05 -0.03 0.05
C 3.73029 2.15462 -3.49549 -0.18 -0.08 -0.23
C 2.78006 1.93757 -2.51974 0.02 -0.04 -0.02
N 3.75159 3.46633 -4.18301 0.65 0.35 0.82
O 4.66525 3.67046 -4.94799 -0.19 -0.13 -0.32
O 2.93310 4.28536 -3.82293 -0.27 -0.09 -0.27
N 5.57500 -1.06607 -3.57356 -0.24 -0.12 -0.23
O 5.49566 -2.11979 -2.98112 0.08 0.04 0.09
O 6.34737 -0.81020 -4.46847 0.09 0.05 0.08
H 3.64874 -1.26026 -1.74782 0.00 0.00 0.01
H 5.39670 1.39038 -4.62718 0.00 0.00 -0.01
H 2.07553 2.71388 -2.26114 -0.01 -0.01 0.00
```
Positions in Å, forces in eV/Å.